<P>
The following is a quantum chemistry calculation of 2 unconnected molecules or ions with the total composition CHFIPS, from the Open Molecules 2025 dataset.

Each line ends with the Mulliken spin population.
Element x y z (Å)
1 C 0.02086 -0.85098 0.02675  -0.019
2 F -0.71320 -1.03353 1.11977  -0.008
3 P 0.11086 0.68947 -0.93855  0.594
4 S 1.09928 -2.02038 -0.40524  0.430
5 I -2.03932 1.46295 -0.05216  0.146
6 H 1.52152 1.75246 0.24944  0.858

Results
- Net charge: 0
- E_HOMO (alpha / beta): -7.794 / -9.385 eV
- Lowest unoccupied orbital energy (alpha / beta): -0.76 / -3.58 eV
- <S²>: 2.025
- Multiplicity: 3

***

<Q>
The following is a quantum chemistry calculation of a molecular structure, CHFIPS, from the Open Molecules 2025 dataset.

Each line ends with the Mulliken spin population.
Element x y z (Å)
1 C -0.40790 -0.44529 0.23730  -0.066
2 F -0.17499 -1.02677 -1.05445  0.010
3 P 1.03545 0.77157 0.40263  0.904
4 S -0.04014 -1.49794 1.51144  0.929
5 I 1.26824 2.27865 -1.50089  0.125
6 H -1.68066 -0.08022 0.40397  0.098

Results
- Net charge: 0
- E_HOMO (alpha / beta): -8.655 / -9.682 eV
- Lowest unoccupied orbital energy (alpha / beta): -0.12 / -3.04 eV
- <S²>: 2.008
- Multiplicity: 3

***

Most stable structure: <Q>

***

<P>
The following is a quantum chemistry calculation of 7 unconnected molecules or ions with the total composition C21H42O21, from the Open Molecules 2025 dataset.

Each line ends with the Mulliken charge.
Element x y z (Å)
1 C 4.88543 1.13183 1.33920  -0.425
2 O 5.17652 0.24853 0.28889  -0.296
3 C 4.74162 -0.99530 0.37042  0.864
4 O 4.17325 -1.50579 1.30640  -0.574
5 O 5.06387 -1.61888 -0.75013  -0.285
6 C 4.64014 -2.96828 -0.84873  -0.807
7 H 5.10261 2.15395 1.03709  0.248
8 H 5.50969 0.98404 2.22641  0.380
9 H 3.84374 1.04723 1.64688  -0.031
10 H 5.04667 -3.32573 -1.79099  0.283
11 H 3.56472 -3.11893 -0.78041  0.284
12 H 5.07374 -3.59971 -0.06971  0.368
13 C 3.31267 3.45129 -1.86468  -0.769
14 O 3.98400 2.19153 -1.83992  -0.190
15 C 3.64921 1.36029 -2.79172  0.848
16 O 2.68192 1.40339 -3.50514  -0.527
17 O 4.60593 0.40668 -2.87668  -0.285
18 C 4.53092 -0.43069 -4.01611  -0.693
19 H 3.19662 3.85225 -2.86668  0.345
20 H 3.87670 4.11270 -1.20991  0.246
21 H 2.34255 3.36346 -1.37037  0.225
22 H 5.08651 0.00724 -4.84518  0.286
23 H 3.49341 -0.59678 -4.31175  0.309
24 H 4.92294 -1.41144 -3.75234  0.162
25 C -4.08871 1.58963 -6.61239  -0.621
26 O -2.69999 1.57763 -6.86168  -0.364
27 C -1.87479 1.52723 -5.82821  0.745
28 O -2.20638 1.59478 -4.66953  -0.500
29 O -0.63664 1.50684 -6.29142  -0.322
30 C 0.41860 1.54326 -5.32881  -0.562
31 H -4.35157 2.43830 -5.97827  0.277
32 H -4.41794 0.67351 -6.11768  0.290
33 H -4.61051 1.66343 -7.56207  0.221
34 H 0.08091 2.13318 -4.47499  0.273
35 H 1.31081 1.98698 -5.74686  0.288
36 H 0.61879 0.57498 -4.87392  0.291
37 C -1.52428 0.44327 6.29570  -0.212
38 O -2.90748 0.48804 5.99670  -0.335
39 C -3.43830 -0.44743 5.22293  0.882
40 O -2.83985 -1.29251 4.62165  -0.542
41 O -4.74096 -0.23146 5.21050  -0.347
42 C -5.57441 -1.17789 4.56761  -0.670
43 H -0.95871 0.49939 5.36436  -0.113
44 H -1.29439 -0.50307 6.78701  0.296
45 H -1.24020 1.25952 6.94997  0.234
46 H -5.79674 -1.99648 5.24687  0.292
47 H -5.09293 -1.56323 3.66743  0.307
48 H -6.48701 -0.70045 4.22325  0.245
49 C 1.42579 -3.21758 1.67221  -0.605
50 O 0.60600 -4.31173 2.04013  -0.364
51 C 0.84011 -4.95723 3.15021  0.757
52 O 1.79366 -4.82572 3.88214  -0.573
53 O -0.13975 -5.82708 3.36095  -0.340
54 C -0.03458 -6.58715 4.53432  -0.656
55 H 2.30283 -3.61252 1.15501  0.247
56 H 1.91778 -2.62420 2.44239  0.309
57 H 0.88798 -2.55815 1.00204  0.343
58 H 0.84545 -7.23387 4.55635  0.288
59 H -0.84814 -7.30181 4.66007  0.247
60 H -0.01922 -5.97278 5.43255  0.289
61 C 1.22110 0.36546 2.46830  -0.578
62 O 0.28327 -0.02478 1.46653  -0.190
63 C 0.51793 0.42147 0.23518  0.705
64 O 1.48892 1.04539 -0.12094  -0.407
65 O -0.50590 0.11597 -0.51947  -0.296
66 C -0.61688 0.67780 -1.82097  -0.515
67 H 1.35659 1.44494 2.40199  0.445
68 H 2.17986 -0.14973 2.45654  0.079
69 H 0.75982 0.17266 3.43446  0.091
70 H 0.30482 0.47625 -2.37411  0.146
71 H -0.66752 1.76659 -1.80614  0.300
72 H -1.44833 0.28698 -2.39436  0.271
73 C -2.89533 1.60292 1.09558  -0.501
74 O -4.10642 2.31112 0.89181  -0.332
75 C -4.36781 2.67359 -0.35907  0.784
76 O -3.73261 2.36086 -1.33051  -0.544
77 O -5.44650 3.42581 -0.35587  -0.374
78 C -5.94034 3.92978 -1.58172  -0.655
79 H -2.84239 0.67554 0.51895  0.344
80 H -2.89499 1.30492 2.14003  0.221
81 H -2.04427 2.20252 0.76897  0.217
82 H -7.01164 4.08480 -1.45844  0.234
83 H -5.81321 3.22092 -2.39576  0.315
84 H -5.50880 4.90775 -1.78237  0.276

Results
- Net charge: 0
- SMILES string: COC(=O)OC.COC(=O)OC.COC(=O)OC.COC(=O)OC.COC(=O)OC.COC(=O)OC.COC(=O)OC
- E_HOMO: -10.485 eV
- Lowest unoccupied orbital energy: 0.60 eV

***

<Q>
The following is a quantum chemistry calculation of 7 unconnected molecules or ions with the total composition C21H42O21, from the Open Molecules 2025 dataset.

Each line ends with the Mulliken charge.
Element x y z (Å)
1 C 15.09459 8.00962 12.55168  -0.254
2 O 15.50560 8.81594 11.38222  -0.380
3 C 14.78104 9.89283 11.28024  0.804
4 O 13.86552 10.14097 12.05470  -0.523
5 O 15.16966 10.68152 10.23234  -0.345
6 C 14.46089 11.97029 10.11589  -0.554
7 H 15.90194 7.30270 12.77219  0.234
8 H 14.15811 7.57670 12.38404  0.419
9 H 15.02854 8.70334 13.42920  -0.180
10 H 13.42096 11.80051 9.85726  0.356
11 H 14.95943 12.65124 9.35161  0.224
12 H 14.37988 12.52175 11.08698  0.160
13 C 9.83110 8.82438 18.85163  -0.825
14 O 11.16778 9.17497 19.26641  -0.242
15 C 11.42952 10.46318 19.27938  0.869
16 O 10.69745 11.34680 19.03942  -0.549
17 O 12.65449 10.60942 19.82909  -0.273
18 C 12.90785 11.93374 20.28330  -0.618
19 H 9.53350 7.91145 19.38277  0.263
20 H 9.77973 8.65362 17.84265  0.316
21 H 9.10103 9.56987 19.13046  0.366
22 H 13.61297 11.83207 21.04608  0.265
23 H 11.96861 12.39821 20.61396  0.317
24 H 13.20528 12.47858 19.37929  0.168
25 C 15.69426 14.55232 18.40798  -0.594
26 O 15.92829 13.52803 19.34201  -0.364
27 C 16.71381 12.52222 18.88027  0.950
28 O 17.18314 12.38466 17.78742  -0.535
29 O 16.88209 11.58385 19.84761  -0.346
30 C 17.88300 10.59641 19.49101  -0.309
31 H 14.96128 14.15569 17.68291  0.106
32 H 16.56070 14.87990 17.82606  0.321
33 H 15.25475 15.30183 18.99208  0.325
34 H 18.01499 10.05786 20.44913  0.220
35 H 18.81017 11.10762 19.16797  0.348
36 H 17.52837 9.99883 18.65465  0.037
37 C 12.41666 7.24619 16.00662  -0.339
38 O 12.00182 7.51681 14.63312  -0.220
39 C 10.66104 7.73770 14.50893  0.823
40 O 9.83566 7.92492 15.38834  -0.649
41 O 10.42733 7.83298 13.23922  -0.328
42 C 9.17968 8.47137 12.92578  -0.733
43 H 11.82231 6.65455 16.72217  0.419
44 H 12.57139 8.27194 16.46336  -0.051
45 H 13.34180 6.69902 15.83493  0.186
46 H 9.33307 9.57070 12.84281  0.250
47 H 8.46973 8.32530 13.74886  0.332
48 H 8.76538 7.92056 12.10850  0.311
49 C 16.94185 7.24380 15.64597  -0.275
50 O 15.93297 6.74544 16.55446  -0.379
51 C 15.69031 7.45378 17.61890  0.791
52 O 16.22662 8.53510 17.77766  -0.541
53 O 14.78289 6.92119 18.42750  -0.410
54 C 14.21356 7.77888 19.42106  -0.377
55 H 16.96795 6.57447 14.79512  0.247
56 H 17.91088 7.32700 16.15972  0.317
57 H 16.61089 8.20918 15.33342  -0.114
58 H 13.62366 7.10735 19.99454  0.252
59 H 13.60111 8.57442 18.98561  0.098
60 H 15.03188 8.14144 20.09877  0.274
61 C 16.07144 12.80837 14.73441  -0.536
62 O 15.76765 11.40685 14.99262  -0.048
63 C 14.51959 11.11475 15.37291  0.296
64 O 14.13549 10.00686 15.43691  -0.047
65 O 13.80454 12.18048 15.87018  -0.483
66 C 12.48256 11.68980 16.47864  -0.318
67 H 15.51883 13.09232 13.88938  0.430
68 H 17.10587 12.79721 14.46439  0.168
69 H 15.83545 13.41188 15.63034  -0.048
70 H 12.03407 11.03527 15.73169  0.327
71 H 11.92769 12.57427 16.65344  0.371
72 H 12.76834 11.17323 17.38315  -0.169
73 C 19.76793 14.58895 10.81216  -0.695
74 O 19.60093 13.66018 11.91474  -0.364
75 C 18.66120 12.73730 11.65234  0.865
76 O 18.01052 12.68552 10.64639  -0.547
77 O 18.69326 11.85223 12.62977  -0.395
78 C 17.82276 10.68751 12.44485  -0.354
79 H 20.23514 15.43772 11.24298  0.254
80 H 18.80766 14.77954 10.17872  0.279
81 H 20.42549 14.12898 10.11765  0.319
82 H 18.21014 10.19404 11.58409  0.481
83 H 16.86923 11.15149 12.35203  0.075
84 H 17.85255 10.05093 13.35884  0.079

Results
- Net charge: 0
- SMILES string: COC(=O)OC.COC(=O)OC.COC(=O)OC.COC(=O)OC.COC(=O)OC.COC(=O)OC.COC(=O)OC
- E_HOMO: -10.487 eV
- Lowest unoccupied orbital energy: 0.68 eV

***

<R>
The following is a quantum chemistry calculation of 7 unconnected molecules or ions with the total composition C21H42O21, from the Open Molecules 2025 dataset.

Each line ends with the Mulliken charge.
Element x y z (Å)
1 C -5.09795 0.35713 1.92419  -0.400
2 O -4.09395 1.42813 1.86419  -0.284
3 C -3.79195 1.96513 0.64119  0.814
4 O -4.31495 1.78213 -0.44981  -0.600
5 O -2.69395 2.76613 0.75919  -0.331
6 C -1.95995 3.04413 -0.34381  -0.574
7 H -6.08895 0.75213 1.33419  0.290
8 H -5.22595 -0.29887 3.05219  0.124
9 H -4.75095 -0.57387 1.20319  0.146
10 H -2.46595 3.82013 -0.96881  0.386
11 H -1.57395 2.14813 -0.81381  0.137
12 H -1.01995 3.55913 -0.02281  0.246
13 C 2.75105 -0.44687 -2.67381  -0.432
14 O 2.69505 -0.84387 -3.95681  -0.269
15 C 3.00205 -2.14687 -4.24481  0.765
16 O 3.45905 -2.90987 -3.36781  -0.566
17 O 2.63405 -2.79887 -5.47081  -0.351
18 C 2.88305 -4.15987 -5.69081  -0.710
19 H 2.13105 -1.18287 -2.01281  0.237
20 H 2.53105 0.67113 -2.51081  -0.074
21 H 3.69605 -0.33187 -2.30581  0.503
22 H 3.72705 -4.07287 -5.83181  0.459
23 H 2.28905 -4.59387 -6.54081  0.230
24 H 2.36005 -4.89587 -4.94481  0.227
25 C -0.02395 0.01413 0.70719  -0.477
26 O -1.37595 -0.48187 0.91619  -0.007
27 C -1.53695 -1.39787 2.02819  0.368
28 O -0.53395 -1.84487 2.53519  -0.544
29 O -2.82295 -1.36987 2.32519  0.004
30 C -3.19395 -2.22087 3.42719  -0.899
31 H -0.01995 0.90213 1.39319  0.096
32 H 0.10305 0.17513 -0.34781  0.107
33 H 0.77605 -0.57787 1.25919  0.344
34 H -2.87495 -3.19187 3.25019  0.311
35 H -4.12995 -2.08687 3.71119  0.367
36 H -2.58295 -1.88087 4.32719  0.297
37 C -2.08895 -4.33687 0.03919  -0.434
38 O -3.26495 -4.89587 -0.50781  -0.301
39 C -3.37995 -4.91887 -1.85981  0.818
40 O -2.62795 -4.29687 -2.59081  -0.568
41 O -4.33795 -5.63187 -2.30181  -0.354
42 C -4.49395 -5.83787 -3.64081  -0.706
43 H -1.04895 -4.61087 -0.47381  0.283
44 H -2.10495 -4.67587 1.11619  0.264
45 H -2.20795 -3.30587 0.30719  0.087
46 H -5.44095 -6.31487 -3.88781  0.265
47 H -3.76795 -6.57287 -3.93181  0.327
48 H -4.55995 -5.02487 -4.35981  0.296
49 C 3.68505 5.76313 -1.53381  -0.655
50 O 2.81205 5.07213 -0.60581  -0.210
51 C 3.17405 4.80013 0.58119  0.688
52 O 3.99505 5.42713 1.26719  -0.629
53 O 2.40605 3.90813 1.19319  -0.163
54 C 2.50305 3.56313 2.51919  -0.656
55 H 3.07605 5.62313 -2.52581  0.173
56 H 4.67405 5.32313 -1.44781  0.344
57 H 3.63005 6.82213 -1.26981  0.315
58 H 2.62505 4.28413 3.24719  0.457
59 H 3.45305 3.00713 2.64519  0.329
60 H 1.67105 2.74013 2.79119  -0.016
61 C -1.10395 -1.06187 -3.40081  -0.716
62 O -0.08495 -0.03287 -3.08881  -0.110
63 C -0.25695 1.24213 -3.31381  0.678
64 O -1.07695 1.60213 -4.14681  -0.650
65 O 0.46305 2.22413 -2.74681  -0.164
66 C 0.18505 3.57013 -2.87381  -1.072
67 H -2.02895 -0.64187 -3.01381  0.357
68 H -1.02695 -1.96387 -2.73481  0.245
69 H -1.17295 -1.37087 -4.48681  0.292
70 H 0.44205 3.71513 -3.78481  0.583
71 H 0.75005 4.19413 -2.23981  0.339
72 H -0.83995 4.05513 -2.94181  0.274
73 C 1.11905 -0.19787 4.49519  -0.220
74 O 2.49305 0.25113 4.60619  -0.255
75 C 2.95405 0.58813 5.83219  0.715
76 O 2.19805 0.56113 6.81219  -0.581
77 O 4.31305 1.06113 5.88819  -0.298
78 C 4.64305 1.87013 6.96719  -1.291
79 H 1.17405 -1.23487 4.33419  0.380
80 H 0.76105 0.37713 3.52719  -0.230
81 H 0.53905 0.13813 5.34919  0.353
82 H 4.16405 2.64913 6.97419  0.561
83 H 5.71905 1.80013 7.19919  0.363
84 H 4.43005 1.61913 7.85819  0.555

Results
- Net charge: 0
- SMILES string: COC(=O)OC.COC(=O)OC.COC(=O)OC.COC(=O)OC.COC(=O)OC.COC(=O)OC.COC(=O)OC
- E_HOMO: -10.123 eV
- Lowest unoccupied orbital energy: 0.36 eV

***

Most stable structure: <P>